(1)
{"formula": "C3H3N2O", "method": "ωB97M-V with the def2-TZVPD basis set", "species": ["C", "C", "C", "N", "N", "O", "H", "H", "H"], "coordinates": [[-0.226, -1.243, -0.025], [1.113, 0.393, 0.119], [-1.094, -0.029, 0.068], [0.992, -0.959, 0.059], [0.012, 1.025, -0.069], [-2.206, 0.231, 0.093], [-0.506, -2.207, -0.223], [2.050, 0.787, 0.210], [-0.136, 2.002, -0.233]], "homo_lumo_gap_ha": 0.33287, "homo_ev": -16.8409, "molar_mass_g_mol": 83.070, "charge": 1, "smiles": "O=C1C=NC=[NH+]1"}



(2)
{"formula": "C4H11NO", "method": "ωB97M-V with the def2-TZVPD basis set", "species": ["C", "N", "C", "C", "C", "H", "H", "H", "H", "H", "H", "H", "H", "H", "H", "H", "O"], "coordinates": [[-1.171, 1.939, 0.577], [-1.150, 0.507, 0.993], [-1.724, -0.356, 0.031], [-0.076, -2.029, -0.584], [-0.541, -0.822, -0.786], [-1.406, 2.139, -0.463], [-0.138, 2.287, 0.487], [-1.761, 2.609, 1.343], [-1.579, 0.460, 1.955], [-2.370, -1.121, 0.384], [-2.352, 0.199, -0.647], [0.786, -2.419, -1.003], [-0.376, -2.793, 0.228], [-0.023, -0.071, -1.256], [4.209, 0.165, 0.417], [3.018, 0.564, -0.441], [3.888, 0.255, -0.423]], "homo_lumo_gap_ha": 0.35257, "homo_ev": -8.6874, "molar_mass_g_mol": 89.138, "smiles": "C=CCNC.O"}



(3)
{"formula": "C22H30N4O3S", "method": "ωB97M-V with the def2-TZVPD basis set", "species": ["C", "C", "C", "S", "C", "N", "C", "N", "C", "O", "C", "C", "H", "H", "C", "O", "N", "C", "H", "C", "H", "C", "C", "H", "H", "H", "C", "C", "H", "H", "H", "H", "H", "H", "H", "H", "C", "O", "N", "C", "H", "C", "H", "C", "C", "H", "H", "H", "C", "C", "H", "H", "H", "H", "H", "H", "H", "H", "H", "H"], "coordinates": [[0.920, 1.016, 0.464], [1.064, -0.466, 0.501], [2.191, -1.118, 0.910], [2.041, -2.860, 0.838], [0.438, -2.710, 0.217], [-0.336, -3.772, -0.078], [-1.514, -3.498, -0.519], [-1.994, -2.255, -0.738], [-1.269, -1.092, -0.408], [-1.783, 0.002, -0.564], [0.054, -1.380, 0.078], [-3.362, -2.035, -1.150], [-3.361, -1.174, -1.818], [-3.743, -2.922, -1.658], [-4.179, -1.770, 0.134], [-3.878, -2.367, 1.150], [-5.202, -0.901, 0.066], [-5.567, -0.078, -1.065], [-5.264, -0.541, -2.002], [-4.960, 1.316, -0.900], [-5.223, 1.939, -1.756], [-5.471, 1.951, 0.397], [-4.829, 3.316, 0.621], [-3.748, 3.216, 0.692], [-5.195, 3.765, 1.541], [-5.058, 3.987, -0.204], [-5.174, 1.010, 1.567], [-5.746, -0.385, 1.310], [-5.470, -1.072, 2.111], [-6.837, -0.346, 1.227], [-5.593, 1.411, 2.491], [-4.092, 0.924, 1.691], [-6.558, 2.080, 0.319], [-3.872, 1.228, -0.855], [-6.661, -0.005, -1.072], [-2.172, -4.324, -0.748], [3.399, -0.491, 1.516], [3.308, 0.150, 2.548], [4.574, -0.705, 0.886], [4.722, -1.202, -0.461], [3.778, -1.618, -0.811], [5.175, -0.072, -1.389], [5.309, -0.466, -2.398], [6.477, 0.554, -0.885], [6.915, 1.707, -1.783], [7.850, 2.132, -1.427], [7.060, 1.363, -2.804], [6.162, 2.492, -1.788], [6.273, 1.024, 0.556], [5.786, -0.131, 1.430], [5.563, 0.215, 2.441], [6.549, -0.916, 1.476], [7.205, 1.418, 0.962], [5.528, 1.822, 0.577], [7.258, -0.215, -0.895], [4.396, 0.694, -1.423], [5.473, -2.001, -0.456], [1.218, 1.398, -0.513], [-0.121, 1.286, 0.622], [1.543, 1.473, 1.228]], "homo_lumo_gap_ha": 0.32087, "homo_ev": -8.2818, "molar_mass_g_mol": 430.574, "smiles": "Cc1c(C(=O)N2CCC(C)CC2)sc2ncn(CC(=O)N3CCC(C)CC3)c(=O)c12"}



(4)
{"formula": "C15H18", "method": "ωB97M-V with the def2-TZVPD basis set", "species": ["C", "C", "C", "C", "C", "C", "C", "H", "H", "H", "H", "H", "H", "H", "H", "C", "C", "C", "C", "C", "C", "C", "C", "H", "H", "H", "H", "H", "H", "H", "H", "H", "H"], "coordinates": [[-1.030, -0.253, 2.648], [2.608, 0.490, 3.471], [1.405, -0.181, 3.103], [2.544, 1.859, 3.643], [0.219, 0.537, 3.030], [1.343, 2.552, 3.572], [0.153, 1.909, 3.223], [3.493, -0.145, 3.508], [1.444, -1.307, 3.111], [3.441, 2.354, 3.968], [1.386, 3.609, 3.806], [-1.556, 0.398, 1.925], [-1.470, -0.463, 3.670], [-0.748, 2.523, 3.110], [-0.730, -1.104, 2.031], [-1.037, -1.145, -4.427], [-1.551, -2.445, -3.926], [-0.579, -0.416, -3.194], [0.678, -0.673, -2.614], [-1.343, 0.598, -2.568], [0.878, -0.428, -1.256], [-1.186, 0.828, -1.201], [-0.103, 0.270, -0.551], [-0.194, -1.236, -5.095], [-1.896, -0.616, -4.846], [-2.198, -3.044, -4.574], [1.492, -1.137, -3.128], [-2.263, 1.016, -2.969], [1.789, -0.547, -0.662], [-1.909, 1.460, -0.701], [-0.155, 0.377, 0.553], [-2.069, -2.359, -2.952], [-0.856, -3.280, -3.711]], "homo_lumo_gap_ha": 0.35550, "homo_ev": -8.7361, "molar_mass_g_mol": 198.309, "smiles": "CCc1ccccc1.Cc1ccccc1"}



(5)
{"formula": "C3H7N3O2", "method": "ωB97M-V with the def2-TZVPD basis set", "species": ["C", "C", "C", "H", "H", "H", "H", "H", "H", "H", "N", "N", "N", "O", "O"], "coordinates": [[1.602, 0.846, 0.841], [1.250, -0.432, 0.018], [-1.198, -0.492, 0.119], [0.768, 1.382, 1.306], [2.236, 0.381, 1.602], [2.165, 1.586, 0.126], [0.004, -1.890, -0.705], [-2.326, 0.947, 0.095], [0.049, 1.429, -1.514], [0.131, 2.212, 0.031], [0.028, -1.055, -0.221], [-1.332, 0.873, 0.099], [-0.583, 1.884, -0.664], [2.279, -0.972, -0.458], [-2.247, -1.215, 0.295]], "homo_lumo_gap_ha": 0.39515, "homo_ev": -10.3109, "molar_mass_g_mol": 117.108, "smiles": "CC(=O)NC(=O)NN"}



(6)
{"formula": "C28H25AsFeN6O3S2", "method": "ωB97M-V with the def2-TZVPD basis set", "species": ["Fe", "C", "C", "C", "C", "N", "C", "N", "C", "N", "C", "N", "C", "C", "C", "C", "C", "N", "C", "C", "C", "C", "C", "C", "H", "H", "H", "H", "H", "H", "H", "H", "H", "H", "H", "H", "C", "As", "C", "C", "S", "H", "H", "H", "H", "H", "H", "H", "H", "H", "O", "C", "N", "S", "O", "O", "C", "C", "C", "C", "C", "C", "H", "H", "H", "H"], "coordinates": [[-0.011, -0.275, -0.941], [1.999, -3.921, -0.822], [1.985, -4.333, 0.534], [1.080, -3.710, 1.414], [0.221, -2.687, 0.892], [0.450, -2.200, -0.339], [1.255, -2.842, -1.240], [-0.754, -2.230, 1.706], [-1.563, -1.242, 1.392], [-1.622, -0.545, 0.195], [-2.821, 0.201, 0.222], [-3.364, 0.839, -0.734], [-2.757, 0.803, -1.982], [-3.448, 1.459, -3.060], [-3.101, 1.141, -4.362], [-2.004, 0.362, -4.587], [-1.320, -0.214, -3.550], [-1.605, 0.082, -2.260], [-3.374, -0.009, 1.524], [-4.439, 0.596, 2.167], [-4.666, 0.285, 3.453], [-4.042, -0.752, 4.098], [-2.959, -1.375, 3.483], [-2.660, -0.926, 2.228], [2.695, -4.358, -1.536], [2.671, -5.101, 0.902], [1.039, -3.986, 2.427], [1.025, -2.614, -2.291], [-4.420, 1.903, -2.838], [-3.646, 1.698, -5.121], [-1.598, 0.051, -5.583], [-0.585, -1.002, -3.669], [-5.091, 1.348, 1.694], [-5.468, 0.844, 4.052], [-4.402, -1.100, 5.067], [-2.404, -2.196, 3.980], [3.427, -1.860, -3.134], [3.291, 0.065, -2.864], [4.594, 0.822, -1.547], [3.512, 1.053, -4.519], [1.308, 0.752, -2.341], [3.702, -2.362, -2.212], [4.095, -2.065, -4.002], [2.421, -2.166, -3.414], [5.505, 0.179, -1.626], [4.105, 0.770, -0.634], [4.632, 1.868, -1.943], [4.431, 0.754, -5.090], [3.373, 2.078, -4.401], [2.605, 0.780, -5.139], [-0.824, 2.711, -0.036], [-0.164, 2.081, 0.819], [0.560, 0.931, 0.550], [1.621, 0.487, 1.819], [1.291, -0.736, 2.484], [3.026, 0.706, 1.409], [1.056, 1.804, 2.799], [1.375, 1.900, 4.139], [0.710, 2.853, 4.875], [-0.253, 3.692, 4.298], [-0.630, 3.506, 2.977], [0.039, 2.533, 2.240], [2.182, 1.338, 4.597], [0.858, 2.982, 5.976], [-0.673, 4.520, 4.855], [-1.477, 4.028, 2.550]], "homo_lumo_gap_ha": [0.11579, 0.26041], "homo_ev": [-4.6372, -7.4980], "molar_mass_g_mol": 688.448, "multiplicity": 5}



(7)
{"formula": "C28H55O2PbSi4Te", "method": "ωB97M-V with the def2-TZVPD basis set", "species": ["O", "C", "C", "H", "H", "C", "H", "H", "C", "H", "H", "H", "C", "H", "H", "H", "Pb", "C", "C", "C", "H", "C", "C", "H", "H", "H", "H", "C", "C", "C", "H", "C", "C", "H", "H", "H", "H", "O", "C", "C", "H", "H", "C", "H", "H", "C", "H", "H", "H", "H", "C", "Si", "C", "C", "Si", "Te", "Si", "C", "C", "C", "Si", "C", "C", "C", "H", "H", "H", "H", "H", "H", "H", "H", "H", "H", "H", "H", "H", "H", "H", "H", "H", "H", "H", "H", "H", "H", "H", "H", "H", "H", "H"], "coordinates": [[2.978, 5.692, -1.190], [3.495, 6.071, -2.505], [3.544, 7.580, -2.233], [2.782, 5.783, -3.288], [4.501, 5.665, -2.714], [3.158, 7.111, -0.795], [2.806, 8.167, -2.792], [4.544, 8.033, -2.322], [1.893, 7.690, -0.174], [1.016, 7.422, -0.777], [1.949, 8.790, -0.112], [1.783, 7.295, 0.844], [4.380, 7.278, 0.095], [5.282, 6.929, -0.431], [4.282, 6.721, 1.029], [4.532, 8.333, 0.372], [1.272, 1.657, 0.148], [2.505, -1.298, 1.304], [2.716, -1.637, -0.063], [3.538, -0.640, -0.643], [2.259, -2.494, -0.566], [3.830, 0.331, 0.356], [3.182, -0.080, 1.569], [3.295, 0.393, 2.546], [1.920, -1.876, 2.024], [3.901, -0.664, -1.671], [4.493, 1.188, 0.228], [-1.211, 0.601, 2.365], [0.015, 1.092, 2.868], [0.168, 2.442, 2.416], [0.679, 0.552, 3.550], [-1.002, 2.772, 1.640], [-1.844, 1.641, 1.635], [-2.832, 1.563, 1.172], [-1.599, -0.418, 2.470], [0.933, 3.136, 2.760], [-1.239, 3.756, 1.231], [0.115, 5.568, -3.572], [-0.006, 4.711, -2.404], [1.015, 3.545, -2.477], [-1.036, 4.286, -2.346], [0.113, 5.330, -1.502], [1.667, 3.685, -3.873], [0.419, 2.618, -2.406], [1.724, 3.584, -1.633], [0.906, 4.851, -4.575], [1.540, 2.760, -4.461], [2.743, 3.918, -3.809], [0.267, 4.387, -5.366], [1.570, 5.576, -5.080], [-4.958, -2.524, 0.033], [-3.940, -4.056, -0.334], [-4.753, -5.567, 0.431], [-3.769, -4.271, -2.191], [-1.779, -3.421, 0.415], [-0.680, -1.422, -0.530], [-1.975, -3.552, 2.733], [-2.322, -5.315, 3.314], [-0.358, -2.976, 3.495], [-3.430, -2.492, 3.339], [-0.474, -5.308, -0.104], [-1.273, -6.944, 0.368], [-0.209, -5.335, -1.974], [1.163, -5.158, 0.801], [-5.756, -2.468, -0.720], [-4.359, -1.608, -0.040], [-5.433, -2.549, 1.018], [-5.772, -5.647, 0.020], [-4.242, -6.514, 0.213], [-4.855, -5.493, 1.521], [-3.278, -3.386, -2.619], [-3.196, -5.160, -2.481], [-4.766, -4.377, -2.640], [-1.405, -5.920, 3.327], [-2.687, -5.230, 4.350], [-3.082, -5.846, 2.727], [-0.091, -1.960, 3.185], [-0.479, -2.979, 4.589], [0.477, -3.641, 3.237], [-3.049, -1.564, 3.794], [-4.134, -2.227, 2.537], [-3.971, -3.067, 4.111], [-2.144, -7.182, -0.252], [-0.512, -7.718, 0.190], [-1.570, -7.012, 1.419], [-0.283, -4.337, -2.428], [0.806, -5.725, -2.154], [-0.934, -6.003, -2.464], [1.574, -4.142, 0.793], [1.080, -5.487, 1.845], [1.878, -5.816, 0.287]], "homo_lumo_gap_ha": [0.16875, 0.18963], "homo_ev": [-10.4237, -10.3333], "molar_mass_g_mol": 870.890, "charge": 1}



(8)
{"formula": "C8H7BrFN", "method": "ωB97M-V with the def2-TZVPD basis set", "species": ["C", "C", "C", "C", "C", "C", "C", "C", "N", "F", "Br", "H", "H", "H", "H", "H", "H", "H"], "coordinates": [[-2.319, -0.113, 1.241], [1.493, -0.873, -0.540], [0.403, -1.397, -1.143], [1.332, -0.072, 0.735], [-0.784, -1.348, -0.358], [-0.092, 0.752, 0.604], [-1.131, -0.349, 0.508], [-0.057, 1.669, -0.610], [-3.322, 0.115, 1.764], [2.339, 0.785, 0.801], [-2.095, -2.711, -0.690], [2.528, -1.025, -0.915], [0.528, -1.936, -2.027], [1.350, -0.656, 1.631], [0.073, 1.422, 1.517], [-0.154, 1.187, -1.540], [0.828, 2.275, -0.580], [-0.919, 2.277, -0.398]], "homo_lumo_gap_ha": [0.27338, 0.26510], "homo_ev": [-6.7546, -10.3381], "molar_mass_g_mol": 216.053, "multiplicity": 3}